1.
{"formula": "C12H16ClNO4S", "method": "wB97M-V/def2-TZVPD", "total_energy_ha": -1680.95652, "gap_ha": 0.3529, "homo_ev": -9.6, "e_lumo_ev": 0.015, "smiles": "CCN(CC)S(=O)(=O)c1cc(C(=O)OC)ccc1Cl", "species": ["C", "H", "H", "H", "C", "N", "S", "O", "O", "C", "C", "C", "C", "C", "C", "Cl", "H", "H", "C", "O", "O", "C", "H", "H", "H", "H", "C", "C", "H", "H", "H", "H", "H", "H", "H"], "xyz": [[3.25762, 1.58364, -1.78713], [3.18950, 2.02955, -2.77626], [3.82084, 0.65725, -1.85499], [3.78147, 2.27216, -1.13012], [1.85731, 1.27846, -1.26315], [1.85608, 0.57650, -0.00115], [1.87003, -1.06120, -0.01010], [2.42837, -1.53556, 1.21959], [2.41348, -1.52205, -1.25165], [0.10912, -1.49974, -0.00367], [-0.88157, -0.54455, 0.00163], [-2.22265, -0.92526, 0.00229], [-2.55433, -2.27919, -0.00105], [-1.56177, -3.23973, -0.00550], [-0.22625, -2.84715, -0.00750], [1.03237, -3.99661, -0.01538], [-1.80462, -4.28996, -0.00813], [-3.59286, -2.57012, -0.00029], [-3.24898, 0.14821, 0.00475], [-2.99076, 1.32681, 0.00746], [-4.49712, -0.33321, 0.00197], [-5.53565, 0.63670, 0.00224], [-5.47952, 1.25174, 0.90256], [-5.44840, 1.28578, -0.87128], [-6.46944, 0.08144, -0.02435], [-0.63503, 0.50569, 0.00479], [1.89811, 1.26639, 1.26741], [3.31400, 1.47561, 1.79665], [3.89079, 2.11521, 1.13485], [3.27322, 1.93637, 2.78054], [3.80758, 0.51144, 1.87747], [1.34395, 0.64979, 1.97999], [1.38055, 2.22473, 1.15776], [1.27773, 2.20100, -1.15122], [1.34686, 0.62983, -1.97905]], "forces_ev_per_a": [[-0.243, -0.033, 0.064], [0.046, 0.073, -0.111], [0.093, -0.041, -0.041], [0.080, 0.079, 0.036], [0.182, 0.040, -0.593], [0.035, -1.077, -0.008], [-0.429, 0.403, -0.010], [-0.125, 0.299, 0.172], [-0.116, 0.297, -0.163], [0.663, 0.047, -0.002], [-0.284, 0.094, 0.001], [0.226, -0.242, -0.001], [0.010, 0.302, 0.002], [0.364, 0.028, -0.001], [-0.375, 0.141, 0.001], [-0.004, -0.796, -0.003], [-0.009, -0.107, -0.001], [-0.062, -0.044, 0.000], [0.033, 0.252, -0.001], [-0.047, -0.073, 0.003], [0.149, -0.372, -0.001], [-0.160, 0.394, -0.002], [-0.029, -0.050, -0.078], [-0.036, -0.056, 0.078], [0.058, 0.013, 0.003], [0.008, 0.108, 0.000], [0.206, 0.009, 0.599], [-0.230, -0.012, -0.051], [0.080, 0.078, -0.038], [0.051, 0.069, 0.113], [0.088, -0.031, 0.047], [-0.048, 0.243, 0.089], [-0.067, -0.138, -0.040], [-0.054, -0.144, 0.033], [-0.057, 0.246, -0.096]], "mulliken_charge": [-1.281, 0.413, 0.291, 0.275, -0.684, 0.479, 1.261, -0.630, -0.628, 0.412, -0.021, -0.550, -0.612, -0.712, 0.101, -0.183, 0.449, 0.485, 0.601, -0.609, -0.298, -0.665, 0.292, 0.293, 0.229, 0.597, -0.687, -1.230, 0.253, 0.407, 0.294, 0.375, 0.443, 0.451, 0.390]}



2.
{"formula": "C12H16F4N3S", "method": "wB97M-V/def2-TZVPD", "total_energy_ha": -1428.54213, "gap_ha": 0.2730, "homo_ev": -10.8, "e_lumo_ev": -3.360, "charge": 1, "species": ["F", "C", "F", "C", "F", "F", "C", "N", "C", "N", "C", "C", "C", "C", "S", "H", "H", "H", "H", "H", "H", "H", "H", "H", "H", "H", "N", "C", "C", "C", "C", "H", "H", "H", "H", "H"], "xyz": [[0.27075, 4.13014, -1.43866], [0.65351, 3.22183, -0.55899], [1.96586, 2.98325, -0.64150], [-0.08212, 1.86960, -0.78720], [-1.36721, 2.11982, -1.06835], [0.50162, 1.24650, -1.80251], [0.01570, 1.02333, 0.44902], [-0.64420, 1.42680, 1.60563], [-0.40270, 0.54063, 2.53772], [0.35508, -0.38024, 2.04478], [0.65573, -0.10696, 0.70953], [1.53303, -0.95632, -0.13341], [2.94929, -0.41744, -0.28141], [3.75647, -0.37045, 1.02381], [3.69418, -1.89176, 2.02752], [0.45846, 3.59610, 0.44728], [-1.21002, 2.25626, 1.68207], [-0.75924, 0.56851, 3.54674], [0.69367, -1.20098, 2.52584], [1.52175, -1.95472, 0.29006], [1.09056, -1.02268, -1.11489], [3.45636, -0.95711, -1.07053], [2.86750, 0.60845, -0.61827], [3.36847, 0.43564, 1.63190], [4.79629, -0.20846, 0.78043], [2.93107, -1.54449, 3.07665], [-3.04428, -0.39202, -1.52021], [-4.30844, -0.90179, -1.39709], [-4.21348, -2.26737, -1.38818], [-2.83773, -2.59779, -1.51350], [-2.14363, -1.42017, -1.59447], [-2.81738, 0.58146, -1.56439], [-5.16332, -0.25148, -1.32671], [-5.03802, -2.95464, -1.30578], [-2.41000, -3.58583, -1.54766], [-1.09360, -1.22562, -1.70525]], "forces_ev_per_a": [[-0.016, 0.279, -0.662], [-0.561, -0.310, 0.855], [0.601, -0.048, -0.243], [1.061, 0.531, 0.786], [-0.644, 0.153, -0.135], [-0.034, -0.461, -0.726], [-1.068, 1.588, -0.486], [0.100, 0.365, -0.825], [-1.028, 0.705, 1.472], [1.347, -1.423, -1.047], [0.635, -1.116, 0.364], [-0.097, -0.254, 0.035], [-0.074, 0.143, 0.490], [-0.695, -0.335, -0.127], [0.175, -0.573, -0.077], [-0.145, 0.168, 0.119], [-0.191, -0.006, 0.202], [-0.182, 0.056, 0.216], [0.012, -0.058, 0.098], [0.154, -0.242, 0.008], [-0.180, -0.066, -0.276], [0.147, -0.308, -0.014], [0.120, 0.293, -0.267], [0.250, 0.312, 0.205], [0.229, 0.236, 0.180], [0.118, 0.386, -0.140], [-0.117, -0.067, 0.095], [0.010, 0.010, 0.024], [-0.014, 0.015, 0.023], [0.034, -0.017, 0.046], [-0.004, 0.021, 0.105], [-0.035, 0.055, -0.124], [-0.019, -0.018, -0.026], [-0.002, -0.005, -0.010], [-0.008, -0.002, -0.019], [0.120, -0.006, -0.122]], "mulliken_charge": [-0.248, 0.209, -0.232, 0.620, -0.380, -0.287, 0.013, 0.057, -0.454, 0.154, 0.293, -0.834, -0.831, -0.698, -0.201, 0.326, 0.251, 0.453, 0.301, 0.696, 0.108, 0.510, 0.281, 0.308, 0.461, 0.080, 0.074, -0.615, -0.370, -0.666, -0.191, 0.215, 0.394, 0.405, 0.415, 0.382]}



3.
{"formula": "C12H16Li3N2O8", "method": "wB97M-V/def2-TZVPD", "total_energy_ha": -1200.60503, "gap_ha": 0.0559, "homo_ev": -2.7, "e_lumo_ev": -1.200, "charge": -1, "species": ["Li", "Li", "Li", "C", "C", "C", "O", "C", "C", "C", "O", "O", "O", "H", "H", "C", "C", "O", "O", "H", "H", "H", "C", "C", "C", "O", "H", "H", "H", "H", "H", "H", "H", "C", "O", "N", "N", "H", "H", "H", "H"], "xyz": [[-0.93232, -0.59347, 1.06255], [0.51345, -1.20619, 5.57118], [-0.06168, -5.30224, 1.91492], [-3.16698, 0.14099, -3.24889], [-3.44049, 1.20266, -4.07353], [-2.72105, 1.34829, -5.43940], [-2.92879, 2.33671, -6.19852], [-1.63890, 0.62513, -5.82038], [-1.22228, -0.44445, -4.91187], [-2.08298, -0.74168, -3.56374], [-1.69372, -1.66273, -2.89698], [-0.40085, -1.31336, -5.22609], [-4.40181, 2.01940, -3.78130], [-3.69385, 0.07388, -2.30851], [-1.08290, 0.83518, -6.72212], [-5.93228, -1.29855, 4.26980], [-4.43276, -1.39492, 3.97901], [-4.04982, -2.42536, 3.44295], [-3.57603, -0.58099, 4.38463], [-6.44386, -1.97777, 4.95174], [-6.40933, -1.39715, 3.29471], [-6.03278, -0.28660, 4.66218], [5.38093, -3.03293, 3.05430], [4.48902, -2.26543, 2.00391], [5.06573, -2.58722, 0.55578], [3.09529, -2.45177, 2.23457], [5.30243, -4.11974, 3.02612], [5.04768, -2.85767, 4.07720], [6.45143, -2.86921, 2.93048], [4.79092, -1.27410, 2.34187], [5.03775, -3.65033, 0.31676], [6.11837, -2.30505, 0.53542], [4.45949, -2.04643, -0.17095], [0.97898, 4.80937, -0.46446], [0.30307, 3.80059, -0.15898], [0.58165, 6.00319, -0.63101], [2.24069, 4.67359, -0.71282], [-0.36132, 6.17471, -0.31245], [1.23803, 6.75130, -0.80303], [2.73188, 3.83482, -0.43842], [2.87992, 5.45546, -0.72649]], "forces_ev_per_a": [[-0.207, -0.036, -0.199], [-0.117, -0.102, -0.420], [0.209, 0.385, -0.049], [1.641, -1.271, 0.139], [-3.743, 2.721, -0.609], [-0.507, 3.898, -0.938], [-1.470, -0.278, 0.989], [1.977, -3.503, 2.408], [-0.810, -1.072, -1.246], [0.073, 2.283, -1.599], [0.519, -1.771, 1.621], [0.019, 0.806, 0.541], [2.638, -1.583, -0.968], [-0.089, -0.185, 0.063], [-0.156, -0.054, -0.026], [0.173, 1.713, -0.400], [1.183, -1.251, 1.569], [-0.073, -2.764, -2.060], [-0.284, 2.366, 0.745], [0.760, -0.365, 0.031], [-0.266, 0.164, 0.077], [-0.657, 0.096, -0.078], [-0.560, -1.057, -0.234], [-0.533, -1.506, 1.211], [-0.907, 0.455, 1.406], [1.445, -0.006, -0.581], [-0.326, -0.399, -0.602], [0.110, 0.705, 0.065], [0.117, 0.522, 0.115], [-0.133, 1.001, -0.846], [-0.291, -0.131, 0.186], [0.012, 0.304, -0.222], [0.260, 0.042, -0.164], [-1.429, -5.878, 1.237], [0.003, 1.548, -0.011], [-3.122, 4.854, -0.043], [5.896, -0.933, -0.569], [0.165, 0.454, -0.326], [-0.566, -0.098, 0.081], [-0.614, -0.125, -0.164], [-0.341, 0.051, -0.132]], "mulliken_charge": [0.807, 0.691, 0.646, -0.635, 0.328, 0.447, -0.680, -0.530, 0.534, 0.436, -0.681, -0.650, -0.717, 0.421, 0.443, -0.751, 0.597, -0.732, -0.778, 0.265, 0.214, 0.239, -1.236, 0.436, -1.091, -0.955, 0.314, 0.297, 0.335, 0.102, 0.294, 0.320, 0.275, 0.599, -0.677, -0.353, -0.405, 0.238, 0.182, 0.234, 0.177]}